The following is a quantum chemistry calculation of a cluster of 8 separate species, C30H39B2BrCl2F7N2O27P2 in total, from the Open Molecules 2025 dataset.

Element x y z (Å)
C: -4.00 -1.73 -4.02
C: -3.59 -0.43 -3.85
B: -4.08 0.56 -2.65
P: -5.59 -0.49 -1.80
N: -5.40 -0.32 -0.06
O: -7.03 0.33 -2.18
O: -2.93 0.84 -1.73
C: -2.87 2.15 -1.26
N: -1.48 2.59 -1.49
C: -0.93 3.61 -0.60
C: -1.82 4.82 -0.40
C: -3.27 2.04 0.21
Cl: -4.81 2.72 0.69
C: -2.58 1.46 1.18
C: -2.95 1.35 2.62
Cl: -1.06 0.67 0.82
C: -3.79 2.90 -2.31
B: -4.93 3.97 -1.95
O: -4.65 5.31 -1.77
O: -6.25 3.55 -1.81
P: -2.69 3.88 -3.48
O: -3.93 4.43 -4.48
Br: -1.69 2.42 -4.86
O: -4.47 1.92 -3.07
H: -3.91 -2.44 -3.21
H: -4.43 -2.04 -4.97
H: -2.90 -0.07 -4.63
H: -5.51 -1.23 0.37
H: -6.08 0.30 0.36
H: -7.29 0.91 -1.46
H: -0.90 1.77 -1.55
H: -0.62 3.24 0.39
H: -0.01 3.98 -1.07
H: -1.81 5.47 -1.28
H: -1.38 5.41 0.41
H: -2.83 4.58 -0.08
H: -3.48 0.42 2.81
H: -2.03 1.32 3.20
H: -3.51 2.21 2.97
H: -5.44 5.82 -1.97
H: -6.77 3.67 -2.61
H: -3.82 4.05 -5.36
C: -5.90 2.04 -5.96
C: -5.30 2.17 -7.34
O: -4.63 0.95 -7.50
C: -5.31 0.02 -6.75
O: -5.19 -1.15 -6.89
O: -6.14 0.63 -5.88
F: -4.40 3.20 -7.40
H: -5.20 2.34 -5.18
H: -6.83 2.59 -5.85
H: -6.02 2.30 -8.14
C: 0.98 -1.87 1.89
C: 1.64 -1.63 3.23
O: 1.97 -2.95 3.65
C: 2.16 -3.69 2.52
O: 2.70 -4.75 2.49
O: 1.67 -3.05 1.44
F: 0.79 -1.09 4.14
H: -0.08 -2.08 1.99
H: 1.12 -1.05 1.19
H: 2.55 -1.03 3.19
C: 5.80 -3.30 2.51
C: 6.98 -2.44 2.15
O: 6.49 -1.69 1.04
C: 5.14 -1.57 1.21
O: 4.45 -0.81 0.63
O: 4.71 -2.45 2.14
F: 8.05 -3.18 1.73
H: 5.76 -4.21 1.92
H: 5.75 -3.55 3.57
H: 7.31 -1.75 2.93
C: -0.49 -3.67 -2.52
C: 0.07 -3.36 -1.14
O: -1.03 -2.74 -0.51
C: -2.17 -3.24 -1.08
O: -3.24 -3.12 -0.61
O: -1.88 -3.88 -2.23
F: 1.10 -2.49 -1.20
H: -0.38 -2.82 -3.19
H: -0.06 -4.56 -2.97
H: 0.36 -4.24 -0.56
C: 9.29 -3.80 -1.19
C: 9.90 -5.11 -0.75
O: 10.62 -5.50 -1.90
C: 10.98 -4.36 -2.57
O: 11.80 -4.31 -3.42
O: 10.27 -3.31 -2.11
F: 8.96 -6.05 -0.48
H: 8.34 -3.95 -1.71
H: 9.14 -3.10 -0.37
H: 10.58 -5.04 0.10
C: -3.81 6.79 4.36
C: -3.95 6.88 2.86
O: -2.81 6.19 2.41
C: -2.49 5.26 3.36
O: -1.76 4.35 3.20
O: -3.14 5.55 4.52
F: -3.90 8.17 2.42
H: -3.18 7.60 4.75
H: -4.76 6.79 4.89
H: -4.85 6.41 2.45
C: 6.45 -4.54 7.45
C: 7.36 -3.54 8.12
O: 8.19 -3.12 7.05
C: 7.48 -3.26 5.91
O: 7.77 -2.78 4.86
O: 6.39 -4.03 6.12
F: 8.12 -4.10 9.09
H: 6.89 -5.54 7.44
H: 5.45 -4.60 7.89
H: 6.85 -2.67 8.54

Net charge: -1
Calculated total energy in Eh: -8233.73650